Entry 1:
Density functional theory data (ωB97M-V with the def2-TZVPD basis set) for C30H18F14NO2PPdS as an isolated structure.

The charge is 0. The HOMO-LUMO gap is 7.99 eV. The total energy comes out at -98639.347 eV. The LUMO energy comes out at -0.711 eV. The spin multiplicity is 1.

Cartesian coordinates (Å):
1 Pd 2.19095 0.29393 -0.05540
2 S 1.66562 1.01526 -2.17352
3 P 0.16987 -0.67417 -0.01233
4 F -5.45399 2.84155 0.85688
5 F -0.97336 1.77257 -3.40500
6 F -0.99430 -4.57248 -5.41037
7 F -1.34106 -2.99065 6.11263
8 F -2.39059 4.00171 -3.03299
9 F -1.48478 5.94430 -1.36179
10 F -0.43610 -4.76315 5.26408
11 F -4.06332 4.49028 0.66931
12 F -4.87580 3.54931 -1.10168
13 F 1.14388 -4.26992 -5.52087
14 F 2.32183 3.38897 -0.42689
15 F 0.34265 -5.85062 -4.28384
16 F 0.88637 5.61772 -0.07158
17 F -2.52556 -4.34074 4.90308
18 O 2.78739 -0.38091 1.81125
19 O 1.89782 1.41057 2.83156
20 N 4.08740 1.31761 -0.10998
21 C -0.47227 2.70459 -2.58938
22 C -1.31179 -3.76712 5.01891
23 C -3.53733 1.02361 -0.30162
24 C -4.41484 3.30968 0.14047
25 C 0.74359 2.49822 -1.94249
26 C -3.27539 2.32575 0.11737
27 C -0.96523 1.78363 0.42348
28 C 0.13526 -4.58252 -4.68408
29 C 0.07045 -3.63299 -3.51976
30 C -2.51051 0.10375 -0.36147
31 C -2.00318 2.70508 0.50190
32 C 2.84927 0.80330 2.36938
33 C 1.17528 3.52111 -1.10876
34 C -1.22065 3.85396 -2.41180
35 C -0.77671 -2.93346 1.38886
36 C 0.91719 -3.83094 -2.43619
37 C 0.01667 -1.85137 -1.39295
38 C -0.39143 -1.73317 3.86518
39 C -1.13832 -3.60532 2.54312
40 C -0.93964 -3.00281 3.77802
41 C -0.81292 -1.65675 -2.48784
42 C 0.88685 -2.94306 -1.37781
43 C -0.76536 4.84372 -1.55638
44 C 0.44110 4.67417 -0.89941
45 C 4.24230 1.42732 2.35222
46 C -0.02467 -1.05914 2.71114
47 C -1.21082 0.49301 -0.02958
48 C 4.97321 1.09269 1.05172
49 C -0.20301 -1.66529 1.46953
50 C -0.79021 -2.54908 -3.54905
51 H -4.54470 0.73583 -0.57165
52 H -0.94534 -3.40186 0.42877
53 H -1.43715 -2.39194 -4.40086
54 H 5.25251 0.04041 1.03874
55 H 1.55398 -3.09447 -0.53588
56 H -2.71869 -0.91355 -0.66658
57 H -1.58206 -4.59006 2.48449
58 H 0.03430 2.06681 0.73541
59 H 4.14496 2.50355 2.50019
60 H 0.40745 -0.06744 2.77932
61 H -1.46159 -0.79809 -2.53953
62 H 4.81455 1.02411 3.18989
63 H 4.52331 0.96617 -0.95781
64 H 1.59099 -4.67675 -2.42086
65 H -1.81696 3.70845 0.85946
66 H 3.91443 2.30885 -0.26993
67 H -0.25101 -1.26715 4.83006
68 H 5.87922 1.69545 0.95152

Forces on atoms 1 to 6 (eV/Å):
Pd 0.011 0.118 0.083
S -0.072 -0.021 -0.191
P 0.137 -0.441 0.026
F 0.030 0.003 -0.021
F 0.038 -0.083 0.052
F 0.034 0.012 0.035

=====

Entry 2:
Density functional theory data (ωB97M-V with the def2-TZVPD basis set) for C30H18F5I2N4NaSeTe as an isolated structure in a non-equilibrium geometry.

The charge is -2. The HOMO-LUMO gap is 4.08 eV. The total energy comes out at -144208.340 eV. The LUMO energy comes out at 2.818 eV. The spin multiplicity is 1.

Cartesian coordinates (Å):
1 I -1.73946 -0.23982 2.91064
2 I -5.79880 0.15932 5.26366
3 Te 0.92800 1.67921 2.23600
4 Se 0.17006 -1.65470 -3.17593
5 Na -0.56807 -1.54023 0.33870
6 F 0.41665 -7.92380 -0.58036
7 F -1.50189 -6.58865 0.81632
8 F 2.28391 -6.53911 -1.98069
9 F 2.26838 -3.87101 -2.02079
10 F -1.53076 -3.87212 0.83238
11 N 1.82683 0.03332 0.55016
12 N -0.44029 -0.74645 -4.57466
13 N 1.54735 0.30606 -0.67195
14 N -1.09907 -1.05465 -2.09205
15 C 4.24322 -2.74132 0.08829
16 C -3.66298 1.31842 -3.05209
17 C 0.38851 -3.74316 -0.54360
18 C -1.86387 -0.23229 -2.78414
19 C 3.25013 -2.88617 2.26758
20 C -0.53767 -4.50917 0.11771
21 C -2.26257 0.82571 -4.98566
22 C 4.12919 -3.38518 1.31445
23 C -0.00015 3.39471 3.16287
24 C -1.32440 3.41434 3.59013
25 C -0.57016 -5.88992 0.14059
26 C 2.49404 -1.75777 2.00426
27 C 3.49089 -1.61440 -0.18959
28 C -1.83679 4.54017 4.22638
29 C 0.82796 1.47912 -0.78634
30 C 2.60800 -1.11789 0.76756
31 C 0.28660 5.64217 4.02046
32 C -1.03816 5.65421 4.44121
33 C -2.97171 0.48424 -2.23804
34 C 1.35033 -5.86176 -1.27633
35 C -3.30821 1.48787 -4.42939
36 C 0.79742 4.51590 3.38964
37 C 0.40306 2.25232 0.30961
38 C 1.30473 -4.47461 -1.24454
39 C -1.49777 -0.05959 -4.16953
40 C -0.28173 2.97851 -2.32431
41 C -0.75040 3.72364 -1.22739
42 C 0.49465 1.87276 -2.10211
43 C -0.41529 3.36905 0.05788
44 C 0.40095 -6.57811 -0.57000
45 H -1.44176 6.52767 4.93953
46 H 1.83211 4.50971 3.06242
47 H -1.38703 4.58662 -1.38208
48 H 0.86332 1.26367 -2.91902
49 H -0.54755 3.25676 -3.33681
50 H 4.70775 -4.27749 1.51627
51 H 1.77729 -1.38815 2.72891
52 H 3.13414 -3.39154 3.21839
53 H -3.22271 0.36319 -1.19178
54 H 3.55268 -1.11855 -1.14828
55 H 4.90906 -3.13945 -0.66749
56 H -1.98964 0.95719 -6.02445
57 H -4.49911 1.88195 -2.65843
58 H -0.79035 3.96178 0.88096
59 H -3.89557 2.16967 -5.03233
60 H 0.92067 6.50563 4.18552
61 H -2.86767 4.52850 4.55852
62 H -1.96633 2.55362 3.44316

Forces on atoms 1 to 6 (eV/Å):
I -0.282 -0.583 -0.264
I -0.182 0.090 0.110
Te 0.295 0.511 -0.340
Se -0.288 -0.060 0.038
Na -0.210 -0.081 0.198
F -0.008 -0.030 0.005

=====

Entry 3:
Density functional theory data (ωB97M-V with the def2-TZVPD basis set) for C30H19Cl2F6N5O9PbS2 as an isolated structure.

The charge is 0. The HOMO-LUMO gap is 6.03 eV. The total energy comes out at -125562.144 eV. The LUMO energy comes out at -1.845 eV. The spin multiplicity is 1.

Cartesian coordinates (Å):
1 Pb 0.01459 -0.04538 0.33661
2 Cl 0.54222 4.68358 2.34071
3 Cl 4.57839 2.70256 5.28241
4 S -3.48905 -2.02647 0.07336
5 S -2.55525 -1.19725 2.54203
6 F -2.58248 -1.13785 5.13473
7 F -4.47817 -1.70713 4.25703
8 F -5.94131 -1.37230 0.79614
9 F -2.83734 -3.12276 4.30869
10 F -4.76193 0.29276 0.07240
11 F -5.52794 -1.17198 -1.32052
12 O -0.86546 1.79969 -1.38418
13 O -5.61018 5.22455 -4.98988
14 O -3.81545 -3.27359 -0.54110
15 O -1.12208 -1.40564 2.59188
16 O -4.10160 5.82910 -6.40327
17 O 0.58173 2.01288 1.00813
18 O -3.00137 0.16155 2.42629
19 O 0.63281 2.29969 -3.00302
20 O -2.46543 -1.19824 -0.53149
21 N 2.23669 -0.03484 1.59675
22 N -4.47376 5.23811 -5.41048
23 N 1.18103 -2.31508 -1.21808
24 N 1.41212 0.35519 -1.81493
25 N -3.28765 -2.24241 1.61469
26 C 3.33961 1.25345 3.31852
27 C 1.21224 -4.09953 0.41376
28 C 4.18494 0.14753 3.55457
29 C -2.88524 3.10853 -2.79533
30 C 2.09955 -0.52143 -2.44309
31 C 0.61003 -4.29815 2.73538
32 C -5.02630 -1.00132 -0.09542
33 C 1.58504 3.34579 2.69287
34 C -1.56318 3.11263 -3.23225
35 C 4.03915 -0.99544 2.81967
36 C 2.54492 3.49591 3.70812
37 C 0.86161 -3.72153 -1.00161
38 C 2.97413 0.06668 -3.48181
39 C 2.36371 1.11832 2.31080
40 C 2.51504 -4.47705 0.72986
41 C 3.03360 -1.04578 1.83878
42 C -2.14328 4.51609 -5.09220
43 C 3.40225 2.48270 4.01923
44 C 2.75912 1.37878 -3.44282
45 C 0.25926 -4.02319 1.42041
46 C 1.90786 -4.67247 3.04439
47 C 2.86233 -4.76997 2.03852
48 C -0.58506 2.33734 -2.42099
49 C -1.19088 3.81278 -4.37495
50 C -3.44822 4.49128 -4.63772
51 C -3.84792 3.80584 -3.50600
52 C 1.73873 1.66054 -2.37087
53 C 1.92642 -1.96986 -2.17152
54 C 1.44866 2.17805 1.96260
55 C -3.16199 -1.83817 4.15800
56 H 2.87072 -1.94917 1.26415
57 H 3.25910 -4.55180 -0.05685
58 H -0.13452 -4.20821 3.51448
59 H -1.89454 5.07312 -5.98193
60 H 3.19393 2.14516 -4.06495
61 H 3.87365 -5.07361 2.27672
62 H -0.16208 3.81013 -4.70307
63 H -3.14861 2.55563 -1.90400
64 H 3.64162 -0.48170 -4.12671
65 H 2.41296 -2.67775 -2.84962
66 H 2.17761 -4.89191 4.06910
67 H 4.94134 0.21884 4.32434
68 H 2.12470 2.28917 -1.56097
69 H 1.35809 -4.36843 -1.73437
70 H 4.66861 -1.85743 2.98764
71 H -0.21882 -3.79201 -1.14969
72 H -4.88214 3.82346 -3.19889
73 H 2.59501 4.43326 4.24431
74 H -0.75587 -3.72388 1.18655

Forces on atoms 1 to 6 (eV/Å):
Pb -0.175 -0.055 0.040
Cl 0.025 -0.059 -0.007
Cl -0.019 -0.005 -0.025
S 0.024 -0.035 0.039
S -0.177 -0.085 -0.110
F -0.021 -0.002 -0.052

=====

What is the formula in the second record?
C30H18F5I2N4NaSeTe